ORCA calculation (ωB97M-V with the def2-TZVPD basis set) on a gas-phase ion, C12H18N (charge +1) in a non-equilibrium geometry.

Calculated values
total charge: +1
gap between HOMO and LUMO (alpha / beta): 8.43 / 8.43 eV
E_HOMO (alpha / beta): -13.261 / -13.260 eV
energy: -14213.5244 eV
energy relative to the best compared isomer or geometry (same formula, charge and spin): 665.5 kJ/mol
LUMO energy (alpha / beta): -4.83 / -4.83 eV
spin multiplicity: 1
strongest force on any atom: 3.788 eV/Å

Element x y z (Å)
C -0.070 -0.218 -1.780
C -0.743 -1.373 -0.945
C 1.631 1.793 -0.685
C 1.359 2.470 0.691
C -0.107 2.133 1.137
C -0.644 1.430 0.081
C 0.477 0.616 -0.607
C 1.181 1.489 1.774
C 0.083 -1.667 0.261
C -2.019 1.594 -0.305
C 1.121 -2.776 0.116
C -0.838 -1.877 1.457
N 0.898 -0.355 0.383
H 0.633 -0.586 -2.451
H -0.858 0.268 -2.331
H -1.677 -0.907 -0.746
H -0.942 -2.179 -1.583
H 1.429 2.535 -1.402
H 2.591 1.412 -0.773
H 1.648 3.473 1.023
H -0.560 2.919 1.751
H -2.541 0.664 -0.436
H -1.943 2.291 -1.217
H -2.604 2.187 0.366
H 1.789 -2.632 1.013
H 1.597 -2.758 -0.894
H 0.680 -3.693 0.196
H -0.359 -1.976 2.341
H -1.433 -2.765 1.272
H -1.597 -1.020 1.668
H 1.818 -0.494 0.626